Entry 1:
66
Properties=species:S:1:pos:R:3 method="wB97M-V/def2-TZVPD" de_lowest_kcal_mol=15.5 lumo_energy_ev=0.54 homo_energy_ev=-8.78 total_charge=0
C -1.99201 1.42091 -0.15188
C -2.26249 0.03741 -0.70710
C -3.29019 -0.23655 -1.57966
C -3.45756 -1.52439 -2.04634
C -2.59861 -2.52219 -1.67134
C -1.54782 -2.27129 -0.81314
C -0.65554 -3.44258 -0.43894
N 0.76430 -3.12032 -0.16231
P 1.51786 -2.15613 -1.38952
N 1.26743 -2.77181 -2.81667
C 0.98258 -2.66544 1.14282
O 0.67561 -3.29022 2.13712
O 1.63969 -1.44861 1.33943
C -1.42134 -0.99000 -0.34112
H -1.46190 2.00855 -0.91556
H -1.27326 1.31091 0.67804
H -2.89172 1.95097 0.16652
H -3.95079 0.56680 -1.89522
H -4.27664 -1.73044 -2.72939
H -2.78182 -3.51747 -2.07048
H -1.05956 -3.87411 0.48498
H -0.72575 -4.22120 -1.19990
H 1.03337 -0.83496 -1.38075
H 2.87686 -2.08604 -1.01300
H 2.19030 -3.01389 -3.17461
H 1.04435 -0.89161 1.85674
H -0.60643 -0.73762 0.33633
C 4.41138 -2.79083 3.21404
C 5.61206 -1.91961 2.86964
C 6.47244 -2.88032 2.06204
O 5.57403 -3.77742 1.40235
C 4.26164 -3.62321 1.95262
H 3.51242 -2.22676 3.45827
H 4.65074 -3.43624 4.06287
H 5.29550 -1.08207 2.24219
H 6.12803 -1.51621 3.74030
H 7.12683 -3.47094 2.71233
H 7.08936 -2.37199 1.31961
H 3.64251 -3.10808 1.21081
H 3.82858 -4.60519 2.14503
C 1.27786 2.78384 4.24399
C 0.18862 3.83830 4.10836
C -0.35472 3.54995 2.71767
O -0.18898 2.14339 2.49551
C 0.65623 1.60176 3.51810
H 1.54453 2.55606 5.27492
H 2.18045 3.11179 3.72267
H -0.58863 3.66734 4.85707
H 0.54881 4.85986 4.21943
H 0.21382 4.08391 1.94925
H -1.40815 3.81236 2.61455
H 0.03265 1.00508 4.19273
H 1.40457 0.94699 3.06475
C -4.25555 3.65491 -5.46035
C -2.91827 3.02483 -5.09192
C -3.16022 2.60659 -3.65075
O -4.55482 2.30545 -3.53714
C -5.23597 2.76573 -4.70960
H -4.44679 3.68681 -6.53217
H -4.30442 4.67622 -5.07438
H -2.73862 2.14377 -5.71273
H -2.06856 3.69714 -5.20251
H -2.93300 3.42319 -2.95602
H -2.57423 1.73290 -3.36331
H -5.51474 1.89056 -5.30610
H -6.14631 3.29141 -4.41916

---

Entry 2:
41
Properties=species:S:1:pos:R:3 method="wB97M-V/def2-TZVPD" de_lowest_kcal_mol=0.0 lumo_energy_ev="-5.60 / -3.94" multiplicity=3 homo_energy_ev="-12.08 / -12.39" total_charge=+1
V 9.23174 5.92624 8.18457
C 12.95600 7.09774 8.16825
C 12.38523 5.68257 7.92354
N 11.09987 5.58212 7.15883
C 11.15055 6.44612 5.95806
C 12.17783 6.04199 4.88351
C 10.86873 4.17139 6.80578
C 9.48001 3.87050 6.17285
N 8.48490 4.75469 6.72728
C 7.43644 5.16381 5.99104
C 7.14198 6.53428 6.13039
F 8.05064 7.26308 6.94518
C 6.07699 7.11973 5.51687
F 5.94026 8.48489 5.67380
C 5.18436 6.39745 4.70730
C 5.45066 5.04490 4.57016
F 4.65632 4.25133 3.84029
C 6.54304 4.43818 5.16587
F 6.72519 3.10148 4.96985
H 13.61782 7.05268 9.04367
H 13.56740 7.47433 7.30720
H 12.14421 7.84744 8.36350
H 13.09340 5.04835 7.38774
H 12.17918 5.19105 8.91788
H 10.14032 6.42734 5.45386
H 11.31427 7.50405 6.22575
H 12.00401 4.97492 4.56429
H 12.07199 6.75315 4.03717
H 13.18242 6.09171 5.28896
H 11.66669 3.89076 6.05967
H 10.97215 3.53172 7.67104
H 9.51265 3.88452 5.06036
H 9.29466 2.85983 6.53406
H 4.34024 6.85235 4.22175
Cl 7.09636 5.84285 9.70496
C 8.57985 6.08310 10.76183
Cl 9.58063 7.48471 9.99503
C 9.40374 4.78513 10.74194
O 9.73183 4.13874 11.74710
O 9.85851 4.52397 9.51255
H 8.25433 6.43660 11.75391

---

Entry 3:
12
Properties=species:S:1:pos:R:3 method="wB97M-V/def2-TZVPD" de_lowest_kcal_mol=114.9 lumo_energy_ev=0.94 homo_energy_ev=-8.82 total_charge=0
C 1.60807 -0.39371 -0.26432
C -1.35315 -1.23444 0.38023
C -1.11949 1.18942 -0.34131
H 1.84608 1.45068 0.61839
H 2.73453 -0.43888 -0.65334
H -2.12459 -1.67549 1.12862
H -1.67864 1.89266 -0.92094
N 1.09799 0.82917 0.52261
N 0.94271 -1.41956 -0.53071
N -0.18943 -1.75718 0.23889
N 0.03514 1.61619 0.14958
O -1.79923 -0.05886 -0.32771

---

Entry 4:
15
Properties=species:S:1:pos:R:3 method="wB97M-V/def2-TZVPD" de_lowest_kcal_mol=40.4 lumo_energy_ev="3.92 / 3.89" multiplicity=2 homo_energy_ev="0.75 / -2.85" total_charge=-1
O -0.58891 -0.19466 1.02739
C -1.16277 -1.10092 0.31830
C -2.28586 -2.02717 0.77402
H -0.97834 -1.24499 -0.76175
H -2.33546 -2.87851 0.09983
H -2.15344 -2.28417 1.83294
H -3.25044 -1.46972 0.72201
N 1.11116 2.06368 0.03928
C 1.87174 0.97569 -0.54750
O 1.01593 0.25744 -1.43990
H 1.09216 2.14481 1.04303
H 0.19177 1.72185 -0.23566
H 2.07351 0.28326 0.27623
H 2.79000 1.22130 -1.08597
H 1.20450 0.79457 -2.22455

---

Entry 5:
14
Properties=species:S:1:pos:R:3 method="wB97M-V/def2-TZVPD" de_lowest_kcal_mol=148.2 lumo_energy_ev=0.65 homo_energy_ev=-8.02 total_charge=0
C 1.06597 -0.39056 0.91924
C 0.18153 0.17869 -0.09311
C -1.31551 -0.11564 -0.11243
N -2.01224 -1.28810 0.46037
C 0.56601 1.20916 -1.01518
H 1.65147 -1.00174 0.35881
H 0.54620 -1.29036 1.58732
H 1.61022 0.38379 1.38774
H -1.03359 -0.72333 1.08148
H -1.70213 -2.14019 -0.02045
H -1.93919 0.49407 -0.73857
H 0.72129 2.46946 -0.34278
H -0.06347 1.29866 -2.04344
H 1.72345 0.91609 -1.42900

---

Entry 6:
17
Properties=species:S:1:pos:R:3 method="wB97M-V/def2-TZVPD" de_lowest_kcal_mol=56.7 lumo_energy_ev=0.91 homo_energy_ev=-8.30 total_charge=0
C -1.48857 -0.22474 0.81502
C 0.75407 -2.32623 0.15045
C -0.63766 -0.21730 -0.18293
C 0.60859 -1.03334 -0.19337
C -1.13521 0.35326 -1.53736
C 1.78884 1.33909 0.69515
S 2.15540 -0.16331 -0.28888
H -2.36935 0.31016 0.62908
H -1.10135 -0.70872 1.66873
H 1.70225 -2.78662 0.20560
H 0.00782 -2.97704 0.22756
H -0.31164 1.01456 -1.84582
H -1.08387 -0.37257 -2.31540
H -2.03718 0.91350 -1.55381
H 2.65512 1.83592 0.75764
H 1.63440 1.00223 1.69013
H 0.93799 1.97743 0.31498

---

Entry 7:
82
Properties=species:S:1:pos:R:3 method="wB97M-V/def2-TZVPD" de_lowest_kcal_mol=0.0 lumo_energy_ev=2.56 homo_energy_ev=-4.97 total_charge=-1
Be 0.43880 0.73633 1.59036
C 2.32318 2.15028 -3.52750
Si 0.45842 2.01883 -3.45114
C -0.24693 3.29588 -4.64149
C -0.11598 0.31998 -3.97570
C -0.19506 2.43462 -1.74206
C -1.04179 3.50426 -1.50888
C -1.49741 3.82180 -0.22521
C -1.06554 3.03953 0.82023
N -0.25534 2.00154 0.62271
C 0.18262 1.67176 -0.61099
S 1.19701 0.27825 -0.57089
H 2.66006 2.03744 -4.56173
H 2.79329 1.38063 -2.91550
H 2.66173 3.12276 -3.16279
H 0.15005 3.11273 -5.64349
H 0.03789 4.31120 -4.35442
H -1.33665 3.25079 -4.70479
H 0.25833 0.06622 -4.97171
H -1.20760 0.27599 -3.98861
H 0.24678 -0.42469 -3.26558
H -1.36401 4.11976 -2.34201
H -2.15587 4.66063 -0.05019
H -1.35342 3.22596 1.84797
N 7.42049 -1.49438 1.36546
C 6.31850 -0.67794 1.66541
C 6.07261 -0.28169 2.97964
C 5.00297 0.54419 3.27412
C 4.17288 0.98971 2.25598
C 4.42246 0.62263 0.94193
C 5.48899 -0.21001 0.64911
S 2.79688 2.04205 2.62073
O 2.55117 2.80831 1.42632
O 3.11509 2.72620 3.84793
N 1.48265 1.11694 2.83395
C 1.25357 0.56598 4.09244
N -0.01309 0.61396 4.52041
C -0.27444 -0.00660 5.65975
C 0.70030 -0.63456 6.41569
C 1.98633 -0.56348 5.91022
N 2.27416 0.02034 4.75853
H 7.69801 -2.09206 2.12863
H 7.30630 -2.02680 0.51674
H 6.72419 -0.63033 3.77348
H 4.79366 0.84407 4.29040
H 3.77227 0.98519 0.15753
H 5.67990 -0.50181 -0.37771
H -1.30953 0.01320 5.98856
H 0.47338 -1.13838 7.34404
H 2.82253 -1.00333 6.44663
C -3.48991 -1.84276 -4.81088
C -3.60442 -0.97677 -3.58419
C -4.28884 0.23102 -3.65632
C -4.35386 1.07547 -2.55767
C -3.77759 0.68754 -1.36265
C -3.10631 -0.53029 -1.26496
N -2.51504 -0.86211 -0.03401
C -2.71323 -2.02168 0.67768
C -3.77061 -2.88573 0.35124
C -3.97950 -4.05621 1.05490
C -3.14558 -4.41126 2.10782
C -2.10358 -3.56202 2.43989
C -1.87064 -2.37239 1.76012
C -0.69211 -1.54635 2.21733
O 0.18139 -2.03788 2.90999
O -0.72240 -0.30297 1.83131
C -2.97169 -1.35325 -2.39220
C -2.10407 -2.57935 -2.34694
H -4.12316 -1.46176 -5.61190
H -3.78007 -2.87488 -4.60480
H -2.46006 -1.86473 -5.17742
H -4.75905 0.51850 -4.59008
H -4.86957 2.02525 -2.62867
H -3.83633 1.31657 -0.48292
H -1.85354 -0.22263 0.39021
H -4.43403 -2.61493 -0.46066
H -4.80910 -4.69669 0.77757
H -3.30581 -5.33010 2.65659
H -1.42081 -3.80133 3.24523
H -1.37856 -2.50462 -1.53873
H -1.55838 -2.69595 -3.28370
H -2.68831 -3.48958 -2.18371

---

Entry 8:
50
Properties=species:S:1:pos:R:3 method="wB97M-V/def2-TZVPD" de_lowest_kcal_mol=13.6 lumo_energy_ev=-4.34 homo_energy_ev=-10.55 total_charge=+1
Ir 0.70136 -1.07239 0.35149
C -2.75952 -3.26917 -0.68376
C -1.55675 -2.39707 -0.60604
N -0.80051 -2.30297 0.44370
N -1.07485 -3.02759 1.56442
C -0.10895 -2.98193 2.45484
N -0.27255 -3.67208 3.58574
S 1.41769 -2.10681 2.26329
C -1.11595 -1.58283 -1.76260
C -1.72388 -1.64396 -3.00216
C -1.20796 -0.88626 -4.04749
C -0.09813 -0.08906 -3.83152
C 0.46204 -0.06050 -2.56432
N -0.03353 -0.78262 -1.56377
H -2.95678 -3.71717 0.28402
H -2.61036 -4.06445 -1.41734
H -3.62811 -2.68543 -0.99313
H -1.12296 -4.18993 3.73097
H 0.39801 -3.60418 4.32923
H -2.58573 -2.27751 -3.15253
H -1.67249 -0.92500 -5.02344
H 0.32841 0.51136 -4.62150
H 1.31148 0.56229 -2.31595
C 4.30276 -1.53873 0.60990
N 4.17561 -0.19496 1.15610
C 5.19637 0.20819 2.11911
C 3.20229 0.62656 0.83313
O 2.22822 0.37576 0.08590
H 5.24654 -1.61182 0.06953
H 3.48431 -1.74212 -0.07273
H 4.28858 -2.27163 1.41560
H 6.18044 -0.04418 1.72793
H 5.04222 -0.31153 3.06434
H 5.14490 1.28138 2.28460
H 3.29554 1.63259 1.25093
O -3.88120 5.14743 -1.58362
C -2.97169 5.25560 -0.59026
O -2.69579 6.32967 -0.14221
C -2.35019 3.98715 -0.08766
C -1.69511 4.04134 1.14036
C -1.06970 2.92356 1.65286
C -1.08103 1.71313 0.95048
S -0.28861 0.38490 1.80891
C -1.73792 1.65764 -0.27129
C -2.36106 2.78654 -0.78438
H -4.09511 4.22372 -1.75372
H -1.67569 4.98140 1.67467
H -0.55541 2.98590 2.60384
H -1.78322 0.73625 -0.82862
H -2.83598 2.70152 -1.75586

---

Entry 9:
190
Properties=species:S:1:pos:R:3 method="wB97M-V/def2-TZVPD" lumo_energy_ev=-1.43 homo_energy_ev=-12.89 total_charge=+1
C 1.47357 5.94483 -2.66080
C 2.00717 5.00560 -3.71132
C 3.27399 4.30605 -3.26213
N 3.92316 3.43646 -4.28359
C 2.93838 2.36454 -4.65264
C 3.61509 1.21445 -5.44481
C 4.93221 0.65596 -4.88447
C 5.88236 1.83450 -4.52628
C 5.16646 2.82118 -3.59144
C 4.25549 4.32219 -5.47862
H 1.54216 5.39108 -1.74056
H 0.49451 6.25376 -2.85582
H 2.09835 6.85124 -2.58138
H 2.12829 5.52572 -4.70313
H 1.25689 4.24157 -3.88747
H 3.02413 3.67884 -2.40800
H 4.05577 4.96270 -2.84492
H 2.54771 1.89148 -3.76079
H 2.07220 2.77408 -5.19364
H 2.87901 0.42825 -5.41922
H 3.79606 1.47685 -6.49895
H 4.78949 0.02210 -3.98785
H 5.42028 0.04187 -5.61834
H 6.75453 1.46351 -4.06049
H 6.26732 2.32305 -5.37704
H 4.77959 2.29559 -2.70877
H 5.80066 3.64047 -3.24786
H 4.58558 5.27610 -5.08379
H 3.39294 4.45669 -6.06966
H 5.09815 3.87829 -6.07973
C -3.08354 7.56415 -0.95544
C -3.32695 6.27407 -0.20052
C -4.59374 5.58652 -0.76428
N -4.53347 4.01631 -0.80918
C -5.92540 3.54694 -1.14906
C -6.04457 2.04212 -1.44805
C -5.01512 1.69767 -2.50241
C -3.60741 2.08794 -2.07851
C -3.53886 3.57157 -1.85701
C -4.18312 3.57359 0.59912
H -2.20412 8.08742 -0.56730
H -3.95038 8.19677 -0.84843
H -2.88123 7.24029 -2.00624
H -3.46702 6.45705 0.88510
H -2.52151 5.59586 -0.27953
H -4.79913 5.95206 -1.75227
H -5.37018 5.90031 -0.06922
H -6.22153 4.04089 -2.04512
H -6.55270 3.74498 -0.26297
H -7.01407 1.84845 -1.93414
H -5.96780 1.43618 -0.51447
H -5.24250 2.09916 -3.51003
H -4.95356 0.60928 -2.55513
H -2.83024 1.94899 -2.83324
H -3.29411 1.41184 -1.23169
H -3.74936 4.22993 -2.66847
H -2.62052 3.86333 -1.42255
H -4.77483 4.16188 1.31691
H -3.09329 3.66933 0.71933
H -4.31736 2.50631 0.63477
C -2.61410 -0.67019 0.59944
C -1.50221 -0.93879 -0.40522
C -0.25028 -1.32189 0.36045
N 1.01170 -1.63177 -0.46399
C 2.12809 -2.16951 0.36884
C 1.95671 -3.59092 1.01380
C 1.68655 -4.62419 -0.08346
C 0.49779 -4.11428 -0.92915
C 0.70360 -2.70657 -1.58270
C 1.48908 -0.34642 -1.15092
H -2.20247 -0.05637 1.44561
H -3.00193 -1.52786 1.09483
H -3.39812 -0.10070 0.03903
H -1.37773 -0.00799 -0.96660
H -1.85768 -1.85451 -0.97403
H -0.46566 -2.15266 0.98364
H -0.02452 -0.51858 1.09991
H 2.33636 -1.40355 1.14194
H 2.90528 -2.27664 -0.35185
H 1.19649 -3.59497 1.80084
H 2.90417 -3.89978 1.52870
H 1.43441 -5.63113 0.27126
H 2.58053 -4.74941 -0.71129
H -0.45147 -4.10338 -0.36065
H 0.39524 -4.81141 -1.77374
H -0.17494 -2.27185 -2.13535
H 1.55477 -2.64692 -2.24810
H 0.82767 -0.20865 -1.98222
H 2.48904 -0.44842 -1.51192
H 1.46773 0.51383 -0.48520
C -6.30500 -3.29751 2.17933
C -7.09857 -4.60693 2.36120
C -6.38960 -5.78490 1.66887
C -5.01881 -5.95587 2.25580
N -4.18830 -6.78397 1.39605
C -4.81498 -8.15244 1.16315
C -3.65358 -9.08169 1.19803
C -2.87808 -8.49728 2.40965
C -2.85911 -7.05301 2.04575
C -3.98865 -6.14654 0.00600
C -3.66182 -4.69794 -0.08912
C -3.24875 -4.50910 -1.49667
H -5.33112 -3.19962 2.71198
H -6.97224 -2.48425 2.38784
H -6.03736 -3.17252 1.08969
H -8.09484 -4.50784 1.90264
H -7.25317 -4.95469 3.37997
H -6.28638 -5.47764 0.58372
H -6.96863 -6.70470 1.77292
H -5.16006 -6.47346 3.27241
H -4.51363 -4.98833 2.37157
H -5.47159 -8.14499 0.26122
H -5.36378 -8.40296 2.05572
H -2.95061 -9.12090 0.42680
H -4.07476 -10.04674 1.48936
H -1.87012 -8.92989 2.59045
H -3.40303 -8.57714 3.36403
H -2.18566 -6.82662 1.22591
H -2.56091 -6.38837 2.86419
H -4.86919 -6.39514 -0.51871
H -3.13013 -6.66779 -0.45361
H -2.86966 -4.41352 0.56180
H -4.56745 -4.03236 0.19501
H -3.09692 -3.44823 -1.67074
H -3.96792 -4.84519 -2.25935
H -2.22377 -4.96718 -1.64756
C 6.99802 3.85239 0.98302
C 5.64815 3.17189 1.07282
C 5.39785 2.56316 2.48121
C 3.90650 2.25059 2.60965
N 3.54266 1.47408 3.75508
C 2.02850 1.41340 4.03774
C 1.58518 0.05257 3.49389
C 2.72165 -0.82800 3.96386
C 3.90888 -0.01094 3.55206
C 4.18894 1.94654 5.04609
C 3.92908 3.33779 5.49230
C 4.76456 3.49502 6.72071
H 7.03515 4.80888 1.49509
H 7.17242 4.09190 -0.05824
H 7.79760 3.23006 1.35718
H 5.69732 2.25952 0.41922
H 4.73519 3.75953 0.82706
H 5.83111 3.26673 3.23226
H 5.96683 1.60944 2.55919
H 3.51978 1.71475 1.72423
H 3.30570 3.18291 2.61081
H 1.89684 1.41393 5.10135
H 1.51016 2.22736 3.48791
H 0.56057 -0.24286 3.74398
H 1.59051 0.09254 2.37547
H 2.77672 -0.94102 5.08286
H 2.76442 -1.74497 3.40507
H 4.85534 -0.13295 4.12561
H 4.21099 -0.08241 2.48197
H 5.27830 1.74963 5.03100
H 3.77206 1.34153 5.82947
H 2.88729 3.52050 5.66712
H 4.23265 4.00941 4.69908
H 5.82728 3.29364 6.54804
H 4.28083 2.85532 7.44591
H 4.85467 4.53748 7.02945
As 0.35231 3.04328 0.29293
F -0.48155 4.28569 -0.41427
F -0.76517 1.93622 -0.27479
F 1.23916 1.71014 1.04124
F 1.42748 4.14259 1.00757
F -0.61019 3.13732 1.70442
F 1.32754 2.84638 -1.03555
As 5.85459 -1.06451 -0.83985
F 4.69694 -0.63878 0.50767
F 4.83627 -0.06386 -1.83271
F 6.93184 -1.24377 -2.14830
F 6.74070 -1.99678 0.31004
F 4.87131 -2.44699 -1.26096
F 6.82056 0.36738 -0.35068
As -2.18392 -3.59375 4.18342
F -1.59027 -5.19382 4.17039
F -3.78678 -4.18351 4.57891
F -2.74179 -1.99187 4.17833
F -0.58452 -3.13961 3.68620
F -2.60325 -3.79538 2.52071
F -1.76614 -3.52964 5.93287
As -1.21469 -0.20060 -4.77618
F -2.21792 -0.78749 -3.51317
F -2.01635 -1.22024 -5.82523
F -0.18049 0.39688 -6.02657
F -0.41307 0.89790 -3.59536
F -0.02235 -1.35587 -4.38053
F -2.38972 1.00592 -5.22375